{"formula": "C22H55Cl4N3O7", "method": "wB97M-V/def2-TZVPD", "elements": ["H", "C", "C", "C", "H", "H", "Cl", "H", "H", "C", "H", "C", "H", "C", "H", "H", "H", "Cl", "Cl", "O", "H", "H", "O", "O", "C", "H", "H", "H", "C", "H", "C", "C", "C", "H", "H", "H", "H", "H", "C", "H", "H", "C", "H", "C", "H", "H", "H", "H", "N", "H", "O", "H", "H", "H", "H", "H", "H", "H", "H", "H", "Cl", "C", "C", "H", "H", "H", "C", "H", "O", "H", "H", "C", "C", "C", "H", "O", "H", "H", "H", "N", "H", "H", "C", "H", "O", "H", "N", "H", "H", "H", "C"], "coordinates": [[26.296, -17.428, 33.089], [26.635, -16.423, 33.341], [35.100, -19.531, 32.539], [35.554, -17.019, 29.277], [35.626, -20.291, 33.116], [27.875, -20.972, 29.775], [32.008, -13.076, 32.915], [35.652, -16.926, 31.211], [28.467, -14.471, 31.103], [28.502, -21.794, 30.125], [30.166, -17.287, 29.334], [36.539, -16.942, 28.112], [36.783, -15.901, 27.897], [31.179, -16.616, 31.143], [29.292, -15.979, 31.977], [31.819, -15.342, 33.502], [25.026, -17.008, 29.997], [27.831, -16.652, 27.630], [29.754, -12.909, 35.378], [34.453, -17.192, 32.556], [34.528, -19.338, 35.147], [31.189, -20.158, 29.025], [32.031, -16.647, 26.185], [36.297, -16.952, 30.483], [30.105, -14.336, 34.364], [29.460, -17.731, 31.797], [27.433, -14.564, 35.173], [24.763, -15.671, 34.191], [25.819, -15.769, 34.442], [34.088, -19.868, 32.288], [34.224, -18.442, 34.605], [34.535, -15.895, 29.211], [29.149, -13.867, 30.512], [30.169, -15.541, 29.584], [25.837, -13.968, 35.589], [30.176, -14.230, 30.642], [30.489, -17.179, 24.122], [33.175, -18.543, 34.321], [29.949, -21.403, 30.053], [37.470, -17.461, 28.344], [26.450, -13.744, 33.937], [30.763, -16.454, 29.706], [28.307, -22.650, 29.476], [29.090, -12.436, 30.991], [35.027, -17.985, 29.236], [31.745, -15.745, 31.483], [30.299, -16.886, 33.115], [35.021, -14.946, 29.434], [29.977, -11.567, 30.413], [27.000, -15.591, 29.534], [32.070, -17.746, 31.287], [29.754, -15.202, 34.921], [31.672, -18.490, 30.821], [26.598, -15.851, 32.406], [33.588, -17.496, 32.234], [25.806, -15.549, 28.195], [25.410, -18.037, 28.638], [29.501, -14.255, 33.459], [27.691, -16.467, 33.627], [35.601, -19.361, 31.585], [26.973, -18.284, 30.367], [25.847, -17.358, 29.368], [31.576, -14.409, 34.008], [33.730, -16.070, 29.933], [36.057, -17.921, 33.532], [29.611, -18.521, 24.929], [26.423, -14.424, 34.789], [34.058, -15.842, 28.228], [25.791, -16.618, 35.608], [34.328, -17.579, 35.264], [29.404, -16.851, 25.417], [35.035, -18.249, 33.339], [29.988, -16.816, 32.072], [31.308, -17.613, 26.027], [32.176, -14.324, 34.911], [28.324, -12.089, 31.865], [31.616, -16.286, 29.043], [28.947, -13.989, 29.445], [32.240, -18.816, 27.389], [31.473, -18.772, 26.739], [36.115, -17.429, 27.232], [26.688, -16.907, 35.799], [26.522, -16.159, 28.737], [28.207, -22.106, 31.122], [30.837, -22.018, 30.605], [30.009, -10.656, 30.836], [30.226, -20.320, 29.260], [31.035, -19.600, 26.379], [30.368, -11.730, 29.505], [29.501, -19.801, 28.798], [30.140, -17.581, 25.073]], "atomic_forces_ev_per_a": [[0.0, 0.0, 0.2], [-0.2, -0.1, -0.5], [-0.2, 0.1, -0.4], [0.3, 0.0, -0.1], [-0.1, -0.2, -0.1], [-0.1, -0.1, 0.2], [0.1, 0.0, -0.1], [0.0, 0.0, 0.1], [-0.1, 0.1, -0.1], [-0.5, 0.2, -0.2], [0.0, -0.1, 0.1], [-0.1, -0.2, 0.2], [0.0, 0.0, -0.1], [-0.2, -0.6, 0.4], [0.1, -0.3, 0.1], [0.0, 0.1, 0.1], [0.2, 0.0, 0.1], [-0.1, 0.1, -0.2], [0.0, -0.1, 0.0], [0.2, 0.0, 0.3], [0.0, 0.0, 0.0], [0.0, 0.1, 0.0], [-0.3, -0.3, 0.1], [0.0, 0.0, -0.1], [-0.1, 0.2, -0.3], [0.0, 0.0, 0.0], [0.1, 0.0, -0.1], [0.0, 0.0, -0.3], [0.5, -0.4, 0.4], [0.0, -0.2, 0.2], [0.2, 0.2, 0.1], [-0.4, -0.2, 0.0], [0.6, 0.4, -0.1], [0.1, -0.9, -0.1], [0.1, 0.1, -0.1], [-0.4, 0.4, 0.3], [0.1, -0.2, -0.1], [0.0, -0.1, 0.1], [0.4, -0.3, -0.1], [-0.1, 0.0, 0.1], [0.1, 0.0, 0.0], [0.0, 0.7, -0.6], [0.2, 0.0, -0.1], [-0.1, 0.1, -0.4], [0.0, 0.0, 0.0], [0.2, 0.0, -0.2], [0.0, -0.1, 0.0], [0.0, 0.0, 0.0], [-0.4, -0.3, 0.4], [-0.1, 0.2, -0.2], [-0.1, 0.3, -0.1], [0.3, -0.1, 0.1], [0.0, -0.1, 0.1], [0.0, 0.1, 0.1], [0.0, 0.0, -0.1], [0.0, 0.0, -0.1], [0.2, 0.0, -0.1], [0.0, 0.1, 0.1], [-0.1, -0.1, 0.1], [0.2, 0.0, 0.1], [0.1, -0.2, 0.1], [-0.5, 0.2, -0.3], [-0.2, -0.1, 0.5], [0.2, 0.1, 0.1], [0.0, 0.1, 0.2], [0.2, -0.1, 0.0], [-0.5, 0.1, 0.4], [0.1, 0.0, -0.1], [-0.1, 0.1, -0.3], [-0.1, 0.0, 0.0], [0.1, 0.0, 0.2], [-0.2, 0.1, -0.3], [0.0, 0.1, -0.2], [0.3, 0.3, 0.3], [0.1, 0.0, -0.1], [0.1, 0.0, 0.3], [0.1, -0.3, 0.1], [-0.2, 0.3, 0.0], [0.2, -0.1, -0.2], [-0.4, 0.4, -0.3], [0.0, 0.3, -0.1], [0.1, 0.1, 0.0], [0.2, -0.4, 0.5], [0.2, 0.2, 0.1], [0.0, 0.0, 0.0], [0.0, 0.2, -0.3], [-0.2, 0.0, 0.2], [0.1, -0.2, 0.3], [0.2, 0.0, 0.1], [0.1, 0.1, -0.1], [-0.2, 0.3, -0.3]], "mulliken_charge": [0.34, -0.39, -1.15, 0.98, 0.44, 0.13, -0.18, 0.41, -0.50, -0.83, -0.07, -1.54, 0.34, 0.42, -0.53, -0.54, 0.35, -0.09, -0.19, -0.68, 0.41, 0.12, -0.61, -0.61, 0.00, 0.25, -0.01, 0.37, 0.15, 0.23, -1.22, -0.60, -0.17, -0.30, 0.35, 0.20, 0.32, 0.21, 0.67, 0.41, 0.34, 0.45, 0.28, -0.15, 0.02, 0.07, 0.32, 0.36, -0.35, -0.28, -0.10, 0.44, -0.04, 0.04, 0.30, 0.42, 0.39, -0.33, -0.04, 0.24, -0.09, -0.64, 0.49, -0.29, 0.36, 0.37, -0.91, 0.36, -0.58, 0.30, 0.16, 0.48, -0.48, 0.74, 0.46, -0.59, -0.03, 0.85, 0.19, -0.29, 0.34, 0.33, -0.04, 0.31, -0.64, 0.25, -0.17, 0.19, 0.21, 0.10, -1.04], "e_tot_ha": -3403.02127, "max_force_ev_per_a": 0.98, "spin_multiplicity": 1, "molar_mass_g_mol": 615.51}